The following is a quantum chemistry calculation of CHClOS in the gas phase, from the Open Molecules 2025 dataset.

XYZ file:
```
5
Properties=species:S:1:pos:R:3:forces:R:3:mulliken_charge:R:1
C -0.5669 0.9321 -1.5094 -0.676 0.643 -0.073 -0.201
O -0.6736 -0.0589 0.7065 -0.261 0.278 0.439 -0.368
S -1.6431 0.8565 -0.2422 0.864 -0.074 -1.296 0.254
Cl -0.9715 1.8860 -2.9075 -0.152 -0.417 0.777 -0.094
H 0.2025 0.2163 0.3808 0.224 -0.430 0.154 0.408
```
Positions in Å, forces in eV/Å.

Results
relative energy (zero: lowest compared OMol25 entry of this formula, charge and spin): 1.3121 eV



The following is a quantum chemistry calculation of 2 unconnected molecules or ions with the total composition C29H49F2IN3O3S2, from the Open Molecules 2025 dataset.

XYZ file:
```
89
Properties=species:S:1:pos:R:3:forces:R:3:mulliken_charge:R:1
C 0.8387 -1.5658 4.7615 -0.275 0.796 -0.188 -1.405
C 0.8155 -0.5857 3.5671 0.834 -0.224 -0.107 -0.484
C 1.6249 -1.1173 2.3544 -0.907 0.810 0.594 -0.498
C 1.9720 0.0710 1.4215 0.070 -0.357 0.025 -2.392
C 1.8740 -0.1742 -0.1079 1.151 0.011 0.347 2.301
C 2.4121 -1.5884 -0.4175 0.504 1.252 -0.408 -0.618
C 3.8624 -1.7868 0.0819 -0.799 -1.494 -0.168 -0.874
C 4.2240 -3.2659 -0.1665 0.078 0.322 0.345 -1.322
I 3.2257 -4.5470 1.2653 0.316 0.001 -0.278 0.020
O 2.8349 0.6771 -0.7843 -0.807 0.230 0.184 -0.657
C 2.6796 2.0493 -0.4776 0.508 -0.165 -1.562 -0.572
C 3.5885 2.8034 -1.4747 -0.253 -0.652 0.178 -1.306
C 3.2646 2.4849 -2.9314 -0.676 0.196 0.171 -0.024
F 4.3530 2.7305 -3.7330 -0.038 0.148 -0.021 -0.338
C 1.2053 2.5441 -0.6658 0.438 1.621 1.112 -0.117
C 0.6849 3.2861 0.5787 -0.206 0.260 -0.354 -0.883
C -0.2610 4.4698 0.2417 0.670 0.128 0.696 -0.787
C -1.1764 4.8013 1.4430 -0.040 0.183 -0.621 -1.223
S -2.9204 4.5735 1.0134 -0.351 -0.312 -0.044 -0.131
C -3.2853 2.8880 1.4521 0.659 0.615 0.018 0.298
S -2.4275 2.1246 2.6280 -0.146 -0.225 0.068 -0.248
N -4.3552 2.3659 0.7423 1.002 -0.709 0.873 -0.168
C -3.9979 2.0297 -0.6437 -0.463 -0.236 -0.684 0.712
C -5.2915 1.5882 -1.4117 0.606 0.808 0.010 -0.898
O -6.3765 1.6296 -0.5193 -0.043 -0.730 -0.403 -0.427
C -6.0945 0.6739 0.4807 0.098 0.313 1.124 -0.536
C -4.8762 1.1346 1.3589 -0.668 -0.497 -1.070 -0.591
N 0.2917 1.5113 -1.2165 1.373 -0.406 -0.363 -0.032
F -1.0112 1.9213 -1.1438 -0.031 0.106 -0.025 0.211
C 0.4423 0.0707 -0.7150 -1.005 -1.492 1.235 0.316
N -0.5588 -0.0867 0.3157 -0.443 0.460 -0.767 0.102
C 0.0610 -0.7979 -1.9592 -0.146 0.373 -0.094 -1.148
C -0.5267 -2.1795 -1.7334 0.843 -0.512 -0.254 0.432
C -1.6902 -2.4073 -1.0227 -0.552 1.815 0.426 -0.482
C -2.2518 -3.6385 -0.8488 -0.656 -0.687 0.349 -1.154
C -1.6345 -4.7439 -1.3898 -0.451 -0.200 0.289 -0.583
C -0.4961 -4.5438 -2.1211 0.183 -1.260 -0.209 -0.679
C 0.0627 -3.3044 -2.3180 0.801 0.420 -0.723 1.333
C 1.2898 -3.2837 -3.2036 0.312 0.015 0.285 -1.812
H 1.5624 -1.1880 5.4865 0.012 -0.301 0.030 0.359
H -0.1385 -1.5541 5.2462 0.118 -0.310 0.074 0.396
H 1.1173 -2.5766 4.4641 -0.185 0.009 0.023 0.337
H 1.3036 0.3449 3.8827 -0.238 0.020 0.033 0.473
H -0.1975 -0.3212 3.2434 0.026 -0.114 0.095 0.099
H 0.9964 -1.8823 1.8970 0.365 -0.159 -0.141 0.033
H 2.5272 -1.5802 2.7552 -0.016 -0.126 -0.251 0.634
H 1.3961 0.9303 1.7718 0.023 0.026 -0.290 0.023
H 3.0204 0.3229 1.6094 -0.077 0.073 -0.123 0.922
H 1.7471 -2.3769 -0.0683 -0.010 0.025 -0.059 0.023
H 2.5164 -1.5909 -1.5041 -0.298 -0.433 0.008 0.846
H 3.9473 -1.6422 1.1569 0.240 0.449 -0.126 0.446
H 4.5453 -1.1738 -0.5061 0.007 0.162 0.290 0.265
H 3.9291 -3.6169 -1.1531 0.057 -0.015 0.055 0.387
H 5.2835 -3.4502 -0.0047 -0.084 -0.059 -0.053 0.640
H 3.0726 2.3186 0.5057 -0.508 -0.334 0.228 0.636
H 3.4648 3.8706 -1.2686 0.367 -0.013 -0.111 0.451
H 4.6135 2.4779 -1.2824 -0.023 0.239 0.058 0.571
H 2.9559 1.4467 -3.0919 0.283 -0.033 0.213 0.095
H 2.4214 3.1162 -3.2526 0.280 0.045 -0.282 0.208
H 1.2552 3.3209 -1.4334 -0.252 -0.209 -0.129 0.878
H 0.2645 2.6387 1.3514 -0.082 -0.073 -0.230 -0.142
H 1.5726 3.7466 1.0198 0.019 -0.270 0.097 0.607
H 0.3846 5.3431 0.0897 -0.062 -0.111 -0.187 0.382
H -0.7944 4.3337 -0.6983 -0.251 -0.118 0.234 0.690
H -1.0755 5.8570 1.7019 -0.217 -0.038 -0.062 0.515
H -0.8952 4.2408 2.3348 -0.283 -0.083 -0.064 0.574
H -3.3140 1.1648 -0.6308 0.154 0.270 0.145 -0.710
H -3.5157 2.8798 -1.1255 -0.060 -0.049 0.073 0.502
H -5.4594 2.2616 -2.2539 -0.333 0.070 0.243 0.329
H -5.1387 0.5875 -1.8394 -0.150 -0.019 0.191 0.406
H -6.9464 0.5715 1.1530 -0.207 0.094 -0.382 0.346
H -5.8793 -0.3062 0.0382 -0.092 0.081 -0.070 0.306
H -4.1302 0.3299 1.3067 0.174 0.261 0.266 0.164
H -5.1548 1.2948 2.3971 0.042 0.157 -0.083 0.580
H 0.4836 1.4704 -2.2240 -0.133 -0.079 0.027 0.841
H -0.5352 -0.9987 0.7494 0.112 0.064 0.083 0.369
H -0.5970 0.6702 0.9853 0.069 -0.240 0.262 -0.458
H 0.9354 -0.8591 -2.6094 -0.002 -0.043 0.100 0.492
H -0.6853 -0.2391 -2.5460 -0.018 0.069 0.289 0.465
H -2.1822 -1.5403 -0.5933 -0.100 -0.149 -0.060 0.473
H -3.1752 -3.7642 -0.2947 0.054 0.183 0.006 0.372
H -2.0621 -5.7280 -1.2454 0.108 -0.018 -0.097 0.418
H -0.0282 -5.4185 -2.5625 0.088 0.159 -0.078 0.436
H 1.4173 -2.3719 -3.7883 -0.095 -0.108 -0.047 0.410
H 2.1877 -3.4028 -2.5899 -0.012 0.064 -0.054 0.122
H 1.2937 -4.1385 -3.8798 -0.163 0.146 -0.057 0.540
O -0.2757 -3.9542 1.8320 -0.073 0.068 -0.130 -0.617
H -0.7392 -3.9727 0.9849 -0.059 -0.057 0.025 0.307
H 0.3289 -4.7041 1.7825 -0.005 0.101 0.030 0.228
```
Positions in Å, forces in eV/Å.

Results
calculated total energy: -76677.066 eV
charge: +1



The following is a quantum chemistry calculation of 2 unconnected molecules or ions with the total composition C8H11NSe, from the Open Molecules 2025 dataset.

XYZ file:
```
21
Properties=species:S:1:pos:R:3:forces:R:3:mulliken_charge:R:1
C -3.1521 1.6326 0.0875 -1.735 2.094 2.983 0.582
C 0.6930 -0.5313 0.7908 -1.132 -0.475 1.403 0.895
C 1.0438 -0.1132 -0.5823 1.054 0.155 0.996 1.206
C 0.2082 -1.7800 1.0165 1.417 0.390 -0.502 -1.471
C 0.8450 1.1631 -0.9136 -1.673 1.176 1.462 -1.112
C -2.6742 0.7630 -0.7853 2.491 -3.215 -3.952 -0.621
C 0.8257 0.4694 1.9394 0.800 -2.164 -1.440 -1.368
C 1.5228 -1.1673 -1.5187 -0.466 2.589 -2.425 -1.171
N -3.6102 2.3480 0.8578 -0.266 0.757 0.569 -0.378
Se -2.3276 -0.9568 -0.4001 -0.497 1.400 -0.400 0.099
H -0.0746 -2.1941 2.0056 0.179 0.452 -0.889 0.325
H 0.3975 -2.4257 0.1511 -0.775 -0.404 0.716 0.314
H 0.2350 1.7308 -0.1596 1.005 -0.278 -0.669 0.008
H 0.9774 1.7853 -1.7943 0.392 -0.916 -0.351 0.372
H -2.4158 1.2721 -1.7610 -0.099 -1.106 0.841 0.309
H 0.2449 1.3176 1.7546 -0.754 1.431 0.194 0.315
H 1.8755 0.6730 1.9901 0.662 0.778 -0.049 0.345
H 0.6215 -0.0416 2.8430 -0.748 -0.232 1.011 0.429
H 0.6376 -1.7796 -1.6494 0.268 -0.585 -0.635 0.323
H 2.4611 -1.6897 -1.4659 0.160 -0.342 1.017 0.252
H 1.6655 -0.4757 -2.4063 -0.283 -1.507 0.119 0.347
```
Positions in Å, forces in eV/Å.

Results
relative energy (zero: lowest compared OMol25 entry of this formula, charge and spin): 2.1767 eV
structure (SMILES): C=C(C)C(=C)C.N#CC=[Se]



The following is a quantum chemistry calculation of 12 unconnected molecules or ions with the total composition C52H76N8O16P4, from the Open Molecules 2025 dataset.

XYZ file:
```
156
Properties=species:S:1:pos:R:3:forces:R:3:mulliken_charge:R:1
N -4.1968 -4.2727 1.5315 -0.709 0.446 -0.565 -0.082
C -4.9023 -3.9522 0.4370 -1.232 0.304 0.057 -0.173
C -6.3121 -3.9900 0.3607 -0.499 -0.795 1.630 -0.731
C -7.0107 -4.4014 1.5352 0.077 0.542 -0.248 -0.313
C -6.2714 -4.6665 2.6913 -1.271 -0.536 -0.450 -0.693
C -4.9088 -4.6005 2.6143 1.148 -0.464 -0.095 -0.227
H -4.3931 -3.5686 -0.4328 0.513 -0.151 -0.099 0.459
H -6.8767 -3.7733 -0.5485 0.471 0.080 0.205 0.484
H -8.1179 -4.4838 1.6529 1.012 0.143 -0.699 0.320
H -6.7932 -5.0594 3.5768 0.482 0.473 -0.318 0.401
H -4.2974 -4.9094 3.4402 0.098 0.014 0.547 0.471
N 2.0940 -4.4995 2.2487 1.097 0.440 1.610 -0.297
C 1.9896 -4.2881 3.5772 -1.227 -0.655 -0.684 -0.560
C 0.7730 -4.4455 4.2565 1.118 0.430 1.947 -0.465
C -0.3763 -4.6606 3.5179 0.613 -0.388 -0.597 -0.281
C -0.2553 -4.8377 2.1515 -1.365 -0.245 -0.430 -0.330
C 0.9999 -4.8024 1.6078 -0.052 -0.341 -2.480 -0.185
H 2.8768 -4.0421 4.1223 0.430 0.069 0.075 0.711
H 0.8476 -4.3977 5.4076 -0.604 0.077 -2.044 0.246
H -1.3464 -4.8109 3.8977 -0.909 0.107 0.985 0.515
H -1.1492 -5.0484 1.5120 0.906 0.227 0.709 0.346
H 1.1362 -5.0459 0.5209 -0.202 0.311 0.939 0.278
N 4.2950 3.3329 -0.1472 0.020 0.030 0.604 -0.025
C 3.1891 3.9156 0.2726 -1.836 0.195 0.679 -0.265
C 2.7316 3.9110 1.6148 0.531 0.424 -0.252 -0.706
C 3.5207 3.2537 2.5490 0.545 -0.974 0.986 -0.081
C 4.6965 2.5932 2.1592 -0.605 -0.048 -1.425 -0.546
C 4.9975 2.7066 0.7983 1.665 -0.404 0.121 -0.236
H 2.5047 4.3403 -0.4812 0.584 0.004 0.233 0.441
H 1.8289 4.4673 1.9232 0.514 -0.562 -0.345 0.405
H 3.2772 3.1349 3.6100 -0.447 0.421 -0.409 0.270
H 5.3091 1.8862 2.7550 -0.587 0.959 -0.071 0.295
H 5.9634 2.2986 0.4609 -0.528 -0.073 -0.034 0.380
N -4.4978 -1.4681 5.5808 -2.811 0.243 0.707 -0.553
C -4.2063 -0.6113 6.5274 1.998 -0.354 1.160 -0.470
C -2.8999 -0.1111 6.6937 -0.250 -1.013 -1.447 -0.625
C -1.9302 -0.5758 5.8084 0.678 -0.451 -1.869 -0.515
C -2.2975 -1.5044 4.7806 0.527 0.983 0.604 0.365
C -3.6332 -1.8506 4.7011 1.458 -0.688 -1.486 -0.304
H -4.8858 -0.4895 7.3599 -0.588 0.350 -0.333 0.387
H -2.6797 0.5664 7.4700 0.285 0.715 0.724 0.483
H -0.8797 -0.2121 5.7097 -0.916 -0.242 0.838 0.457
H -1.5703 -1.9000 4.0450 -0.413 0.397 0.653 0.209
H -3.9970 -2.4710 3.8710 0.147 0.100 0.386 0.583
N -1.7740 5.2224 -1.2350 1.568 -0.074 -0.286 -0.647
C -2.7360 4.3202 -1.1332 -1.252 0.884 0.757 -0.368
C -2.6531 3.0486 -1.5819 1.591 -0.743 -0.694 -1.085
C -1.4634 2.6462 -2.1523 -0.003 -0.361 -0.618 0.760
C -0.4278 3.5163 -2.3379 0.082 1.825 0.585 -0.335
C -0.6224 4.8239 -1.8253 -1.221 -1.291 0.355 -0.950
H -3.6484 4.6189 -0.6173 0.088 0.313 -0.152 0.378
H -3.3852 2.3036 -1.6166 -1.495 -0.581 0.496 0.568
H -1.3897 1.6522 -2.5219 0.039 -0.657 -0.268 0.522
H 0.4772 3.2529 -2.8726 -0.050 -0.012 0.194 0.606
H 0.1799 5.5158 -1.7844 0.561 0.765 -0.328 0.485
N -1.9414 -1.9374 -1.0318 -0.190 -0.194 1.971 0.366
C -1.1188 -1.2100 -1.7768 -2.006 -1.148 -0.513 -0.425
C -0.0878 -0.4797 -1.3428 1.883 0.934 1.701 0.132
C 0.1384 -0.4081 0.0558 -0.367 0.551 -1.033 0.592
C -0.7096 -1.1712 0.8739 0.237 0.889 0.170 -0.182
C -1.7394 -1.9129 0.3168 0.133 -0.646 -1.743 -1.619
H -1.4229 -1.1624 -2.7983 0.332 -0.005 -0.739 -0.337
H 0.4996 -0.0099 -2.1226 0.132 0.366 0.427 -0.460
H 0.8574 0.3662 0.4124 -0.455 -1.092 0.058 0.570
H -0.6613 -1.1083 1.9528 0.272 -0.041 0.088 0.762
H -2.3939 -2.5754 0.9011 0.280 0.464 -0.085 0.500
N -0.8982 3.1417 3.2786 -1.009 0.705 0.357 -0.367
C -1.6836 4.1021 3.7682 -0.434 0.347 0.158 -0.415
C -3.0955 4.0578 3.6404 0.657 3.295 1.242 -0.315
C -3.7052 3.0906 2.9430 -2.454 -1.193 -0.710 -0.403
C -2.9485 2.0243 2.5462 0.276 -1.525 -0.970 -0.048
C -1.5730 2.1417 2.7302 0.483 -1.296 -0.999 -0.202
H -1.1335 4.9473 4.2104 -0.656 -0.330 -0.009 0.399
H -3.7797 4.8721 3.9911 1.221 -0.487 -0.107 0.314
H -4.8066 3.1664 2.7136 1.302 -0.260 0.431 0.351
H -3.4068 1.1132 2.0548 0.820 1.240 0.531 0.122
H -0.9098 1.4103 2.2924 -0.133 -0.531 0.044 0.535
N 4.8861 -2.8693 0.1221 -0.234 -1.185 -0.166 -0.603
C 5.2947 -1.7436 -0.4530 0.282 0.409 -0.001 -0.574
C 4.4718 -1.0638 -1.3207 1.043 1.387 -1.424 0.049
C 3.2738 -1.6019 -1.7264 -0.239 -0.055 -0.235 -0.129
C 2.8521 -2.7888 -1.2191 1.403 -1.980 2.175 -0.407
C 3.7184 -3.4378 -0.2644 0.271 2.214 -0.636 -0.610
H 6.3426 -1.3683 -0.2847 -1.215 -0.499 0.240 0.327
H 4.8224 -0.1682 -1.8735 -0.163 -0.530 0.745 0.143
H 2.7043 -1.1716 -2.5170 -0.365 0.684 -0.374 0.808
H 1.9327 -3.2608 -1.4943 -0.389 -0.139 -0.248 0.401
H 3.5096 -4.3633 0.2390 -0.358 -0.181 -0.043 0.521
C 6.1911 4.6092 -2.6777 0.331 -2.094 -1.106 -0.865
O 5.8603 3.1561 -2.8527 -0.442 0.847 -0.878 -0.239
P 4.7474 2.6943 -3.9458 1.233 -0.150 -0.440 0.757
O 3.8390 3.6968 -4.5393 1.205 -0.088 0.289 -0.774
O 5.5832 1.8368 -5.0409 -1.978 4.064 -0.197 -0.410
C 6.2708 0.7270 -4.7551 2.293 -3.076 0.017 -0.345
O 3.9650 1.5386 -3.2257 0.182 -0.069 -0.246 0.362
C 2.7445 1.9554 -2.6046 0.773 -0.590 1.784 -0.311
H 6.2724 4.8122 -1.6303 0.199 -0.048 0.413 0.245
H 5.3989 5.1078 -3.1264 -1.653 1.283 -0.362 0.422
H 7.0485 4.8767 -3.3030 0.283 -0.389 0.561 0.292
H 5.9571 -0.0619 -5.4727 0.657 0.393 0.226 0.264
H 6.0075 0.3505 -3.8061 -0.376 -0.654 1.327 -0.015
H 7.4002 0.8304 -4.6884 -1.218 0.217 -0.615 0.262
H 2.8328 1.5919 -1.5778 -0.207 0.184 0.070 0.110
H 1.9323 1.4461 -3.0548 -0.782 -0.135 -0.791 -0.347
H 2.6805 3.0300 -2.5834 -0.338 0.247 -0.131 0.851
C -7.3864 0.6867 -3.7278 -0.494 -0.743 0.655 -0.662
O -6.6544 -0.4443 -3.2075 0.291 0.314 -0.603 -0.359
P -5.0717 -0.5619 -2.9782 -2.450 -0.728 0.921 0.291
O -4.2393 0.6243 -3.0312 0.462 1.033 -0.789 -0.124
O -4.8483 -1.7840 -3.9168 2.345 -0.575 -0.411 -0.384
C -3.5087 -2.4198 -3.7748 -0.754 -0.451 -0.029 0.161
O -5.0365 -1.2093 -1.5350 -0.417 -0.284 -0.031 0.338
C -5.2205 -0.3667 -0.3979 2.739 -0.729 1.281 -0.660
H -6.6735 1.4713 -3.9384 -0.168 0.389 -0.335 0.286
H -8.0193 0.9330 -2.8704 -0.099 0.578 -0.398 0.276
H -8.0728 0.4175 -4.5850 1.202 0.085 0.773 0.194
H -3.5583 -3.3444 -4.3514 -0.070 0.129 0.242 0.325
H -3.3043 -2.5708 -2.7263 -0.273 -0.544 0.377 0.029
H -2.6426 -1.8551 -4.0878 -0.393 0.767 -0.853 -0.141
H -6.0704 -0.6827 0.1949 -0.247 -0.028 -0.163 0.400
H -5.2275 0.6890 -0.6405 -0.254 0.152 -0.193 0.421
H -4.2544 -0.5510 0.2201 -1.661 0.458 -0.676 -0.110
C 5.4677 -1.9820 5.4026 0.385 0.356 -0.124 -0.635
O 4.0727 -2.1422 5.0267 0.454 0.407 -0.227 -0.147
P 3.0140 -0.9476 5.1130 -2.131 0.037 0.848 0.059
O 2.0851 -0.9391 6.2764 1.313 -0.339 -1.033 -0.781
O 3.8529 0.3843 4.9778 0.158 -0.122 -0.917 0.111
C 4.3368 1.0932 6.1152 -1.310 0.658 -0.325 -1.082
O 2.1738 -1.0177 3.7596 1.079 -0.492 1.070 0.683
C 2.8272 -0.9414 2.4902 -1.323 0.923 -1.218 -0.148
H 6.0719 -2.7929 4.9082 -0.864 0.760 0.542 0.254
H 5.5194 -2.0655 6.5116 0.222 0.071 -0.789 0.283
H 5.8756 -0.9790 5.0525 -0.591 -1.271 0.448 0.176
H 5.3939 0.9868 6.0971 0.970 0.341 0.224 0.359
H 3.9157 0.6249 6.9952 -0.048 0.270 0.433 0.428
H 3.9836 2.1514 5.9953 0.555 -0.939 0.375 0.214
H 2.9143 0.1425 2.2651 0.444 -0.609 -0.028 0.043
H 2.0643 -1.3321 1.7804 0.842 -0.024 0.325 -0.210
H 3.7711 -1.4812 2.3847 -0.166 -0.009 0.307 0.410
C 1.5716 2.5261 -6.3150 -1.110 -0.256 -0.108 -0.348
O 0.6168 1.4683 -6.6645 0.903 0.919 -0.410 -0.392
P -0.0983 0.6158 -5.5788 -3.163 1.313 -0.925 -0.358
O 0.6584 0.1829 -4.4371 1.352 -0.716 1.551 0.363
O -1.3813 1.4680 -5.0690 1.886 -0.906 0.417 0.553
C -2.4866 1.8533 -5.8341 -1.757 -1.849 -0.680 -0.591
O -0.7455 -0.4931 -6.4967 -0.238 -0.928 -0.225 -0.436
C -0.0226 -1.7665 -6.6231 0.923 2.159 -0.050 -0.639
H 2.2645 2.1527 -5.6065 0.601 -0.338 0.706 -0.100
H 1.0405 3.3858 -5.8920 0.112 -0.144 -0.228 0.241
H 2.1001 2.7666 -7.2196 0.001 0.224 -0.320 0.367
H -3.4353 1.4633 -5.3391 1.237 0.554 -0.387 -0.101
H -2.4389 1.3521 -6.8275 -0.107 0.689 0.415 0.274
H -2.5404 2.9183 -5.8991 0.058 0.685 -0.202 0.292
H -0.5526 -2.4505 -7.2309 -0.943 -0.363 -0.585 0.257
H 0.0412 -2.1174 -5.6099 0.719 -0.563 0.213 0.212
H 0.9343 -1.5156 -7.1496 -0.513 -0.596 0.856 0.274
```
Positions in Å, forces in eV/Å.

Results
calculated total energy: -136998.066 eV
structure (SMILES): COP(=O)(OC)OC.COP(=O)(OC)OC.COP(=O)(OC)OC.COP(=O)(OC)OC.c1ccncc1.c1ccncc1.c1ccncc1.c1ccncc1.c1ccncc1.c1ccncc1.c1ccncc1.c1ccncc1